Record 1
{"formula": "C14H11Br4NO3OsSe", "method": "ωB97M-V with the def2-TZVPD basis set", "homo_lumo_gap_ev": [6.9, 6.0], "s2": 6.024, "spin_multiplicity": 5, "homo_ev": [-7.505, -7.630], "elements": ["Os", "Br", "Br", "Br", "Br", "Se", "O", "O", "O", "N", "C", "C", "C", "C", "C", "C", "C", "C", "C", "C", "C", "C", "C", "C", "H", "H", "H", "H", "H", "H", "H", "H", "H", "H", "H"], "xyz": [[-0.093135, -1.141042, -0.514104], [-3.468390, 2.823865, -1.206299], [-4.431931, -3.512883, 0.154462], [-7.083232, -1.521651, -0.264200], [-6.586877, 1.670450, -0.953425], [0.757277, -3.080873, -1.411999], [-1.475486, 0.555695, -0.875116], [-1.874312, -1.970165, -0.287509], [-0.122211, 0.525225, 1.482463], [1.711027, -0.188559, -0.768162], [2.713829, -0.305095, 0.129062], [1.040956, 1.179188, 1.985802], [1.942936, 0.469504, -1.917525], [-5.119570, 0.512008, -0.725084], [4.223589, 0.830097, -1.350153], [3.177759, 0.980873, -2.247576], [2.403685, -0.925919, 1.460900], [-4.242242, -1.686625, -0.267606], [3.976150, 0.196672, -0.144620], [-3.824444, 1.000702, -0.862094], [-2.713774, 0.163031, -0.726051], [2.022060, 0.142289, 2.507511], [-5.332008, -0.841166, -0.430223], [-2.938620, -1.204105, -0.406343], [1.095664, 0.570866, -2.584140], [-0.690458, 1.171258, 1.037679], [3.270765, -1.481383, 1.816566], [3.318993, 1.481917, -3.193979], [1.591416, -0.358067, 3.375814], [5.212267, 1.202207, -1.582092], [2.919375, 0.670030, 2.837082], [0.761700, 1.856922, 2.796581], [1.508912, 1.778019, 1.197186], [1.586810, -1.642064, 1.347703], [4.761522, 0.078791, 0.589483]], "forces_ev_per_a": [[-2.1, -0.1, -0.4], [0.0, -0.1, 0.0], [0.0, 0.0, 0.0], [0.0, 0.0, 0.0], [0.0, 0.0, 0.0], [0.1, 0.1, 0.3], [1.4, -0.4, 0.1], [0.8, -0.3, 0.0], [0.1, -0.1, 0.2], [1.1, 0.5, -0.1], [-0.1, -0.1, 0.1], [0.1, 0.0, 0.1], [-0.1, 0.0, 0.0], [-0.1, -0.2, 0.0], [-0.1, -0.1, 0.1], [0.1, 0.1, 0.0], [-0.1, 0.2, 0.0], [0.4, -0.1, 0.1], [0.0, 0.1, -0.2], [0.2, 0.1, 0.0], [-0.8, -0.6, 0.2], [-0.1, 0.0, -0.2], [-0.1, 0.2, -0.1], [-0.7, 0.9, -0.1], [0.0, 0.0, 0.0], [-0.1, -0.1, -0.1], [0.0, -0.1, 0.0], [-0.1, 0.0, 0.0], [0.0, 0.0, 0.0], [0.0, 0.0, 0.0], [0.0, 0.0, 0.0], [0.0, 0.0, 0.0], [0.0, 0.0, 0.0], [0.0, -0.1, 0.0], [0.0, 0.0, 0.0]], "lowdin_spin": [2.431, 0.000, 0.006, -0.001, 0.007, 0.977, 0.132, 0.181, 0.056, 0.031, 0.011, 0.003, 0.016, 0.028, 0.002, 0.001, 0.027, 0.023, 0.001, 0.004, 0.026, 0.001, 0.004, 0.004, 0.005, 0.002, 0.002, 0.000, 0.000, 0.000, 0.000, 0.001, 0.000, 0.018, 0.000]}



Record 2
{"formula": "C14H11ClLaNO8", "method": "ωB97M-V with the def2-TZVPD basis set", "homo_lumo_gap_ev": 6.0, "spin_multiplicity": 1, "homo_ev": -7.025, "elements": ["La", "Cl", "O", "O", "O", "O", "O", "O", "O", "O", "N", "C", "C", "C", "C", "C", "C", "C", "C", "C", "C", "C", "C", "C", "C", "H", "H", "H", "H", "H", "H", "H", "H", "H", "H", "H"], "xyz": [[-0.928453, -0.206643, 0.412764], [-2.304895, -2.569375, 0.452625], [-2.724749, -1.507836, 1.392700], [-0.316876, 1.013877, 2.203140], [2.075876, -3.676246, -0.413311], [-2.130336, -1.887936, -0.840861], [-0.985144, -2.990012, 0.893461], [0.871395, -1.858106, -0.933779], [1.173037, 1.901121, 3.666499], [-3.242182, -3.621888, 0.387822], [1.416111, -0.774433, 1.439907], [3.691220, -1.404744, 2.810356], [1.628724, -2.446028, -0.194465], [-0.949220, 2.872095, -1.332318], [1.763168, -0.050262, 2.493717], [-2.639679, 1.461314, -0.167347], [0.811578, 1.082783, 2.858805], [-2.019980, 1.959424, -1.384631], [-0.301361, 3.303972, -2.486817], [2.158861, -1.808198, 1.054641], [3.305156, -2.177403, 1.714467], [-0.682660, 2.827755, -3.731114], [2.922371, -0.324151, 3.204775], [-2.361555, 1.461183, -2.658218], [-1.715344, 1.896438, -3.804255], [-3.161426, 0.732249, -2.733731], [0.502956, 4.026889, -2.407661], [-0.655655, 3.274357, -0.366434], [-2.023243, 1.507418, -4.768272], [3.183326, 0.309933, 4.041078], [4.595922, -1.654767, 3.349448], [1.641063, -3.997349, -1.223765], [-2.680095, 2.185934, 0.641502], [3.880787, -3.030678, 1.383122], [-0.186579, 3.171713, -4.629426], [-3.612124, 0.997598, -0.324425]], "forces_ev_per_a": [[1.8, 2.1, -1.1], [-1.1, -1.5, 0.2], [-0.5, -0.9, -0.1], [1.0, 0.7, 1.3], [-0.2, 0.2, -0.2], [-0.7, -1.2, -0.1], [-0.4, 0.0, -0.1], [-0.1, 0.0, -0.1], [0.0, 0.2, 0.2], [0.4, 0.3, 0.0], [0.2, 0.2, 0.1], [0.1, 0.0, 0.0], [0.4, 0.0, 0.2], [0.3, 0.0, 0.0], [0.0, -0.2, -0.1], [-0.7, 0.5, -0.2], [-0.5, -0.2, -0.4], [0.0, -0.1, 0.1], [0.0, 0.0, 0.1], [-0.2, 0.1, -0.2], [0.2, -0.1, 0.2], [0.0, 0.0, 0.0], [0.1, -0.1, 0.0], [0.1, -0.1, -0.1], [0.0, -0.1, 0.1], [0.0, 0.1, 0.0], [0.0, 0.0, 0.0], [0.0, 0.0, 0.0], [0.0, 0.0, 0.0], [0.0, 0.0, 0.0], [0.0, 0.0, 0.0], [0.1, 0.0, 0.1], [0.0, 0.1, 0.1], [0.0, 0.0, 0.0], [0.0, 0.0, 0.0], [-0.1, 0.0, 0.0]], "nbo_charge": [2.156, 2.488, -0.842, -0.864, -0.643, -0.843, -0.821, -0.612, -0.583, -0.730, -0.487, -0.151, 0.804, -0.231, 0.121, -1.000, 0.762, -0.062, -0.209, 0.074, -0.193, -0.265, -0.181, -0.250, -0.189, 0.212, 0.210, 0.206, 0.210, 0.258, 0.231, 0.513, 0.232, 0.243, 0.211, 0.223]}



Record 3
{"formula": "C14H11CuN3O4S", "method": "ωB97M-V with the def2-TZVPD basis set", "homo_lumo_gap_ev": [8.9, 8.1], "s2": 0.753, "spin_multiplicity": 2, "homo_ev": [-9.155, -9.207], "elements": ["Cu", "S", "O", "O", "O", "O", "N", "N", "N", "C", "C", "C", "C", "C", "C", "C", "C", "C", "C", "C", "C", "C", "C", "H", "H", "H", "H", "H", "H", "H", "H", "H", "H", "H"], "xyz": [[-1.504010, -0.585505, -0.374674], [-1.566078, 1.757982, -0.831731], [-4.822001, -2.632451, 0.255648], [-3.316884, -1.218603, -0.639061], [1.543822, -0.694683, 2.090874], [0.430078, -0.604981, 0.151487], [-1.533496, -1.875125, 1.053649], [1.049114, 2.124537, -0.149061], [-0.435934, 1.934827, 1.547516], [-1.719868, -3.439043, 3.209608], [-0.478656, -1.946086, 1.847488], [1.701756, 2.561430, -3.786001], [0.625966, -1.018770, 1.352352], [1.033705, 2.634300, -2.570991], [-3.732652, -2.107400, 0.213592], [-2.814768, -3.318149, 2.357800], [1.624595, 2.076969, -1.448615], [2.942419, 1.952354, -3.885522], [3.529632, 1.410602, -2.750350], [2.873053, 1.472065, -1.534037], [-0.217051, 1.967252, 0.226552], [-0.535806, -2.737713, 2.978587], [-2.684751, -2.484127, 1.260849], [0.077405, 3.126427, -2.507886], [-1.795169, -4.078918, 4.078987], [-1.379610, 1.765214, 1.849542], [3.449050, 1.904108, -4.839498], [3.314443, 1.022441, -0.652752], [4.496598, 0.930172, -2.810188], [0.317311, 1.794464, 2.204840], [0.309466, -2.799254, 3.647436], [1.238823, 2.998545, -4.660358], [1.726537, 1.941781, 0.581083], [-3.747052, -3.834656, 2.532834]], "forces_ev_per_a": [[0.1, 0.2, 0.1], [0.0, -0.2, 0.0], [-0.1, 0.0, 0.0], [0.1, 0.0, 0.0], [0.0, 0.0, 0.0], [-0.1, 0.1, -0.2], [-0.1, 0.0, -0.1], [-0.1, 0.1, 0.0], [-0.1, 0.0, 0.0], [0.0, 0.0, 0.0], [0.0, 0.0, 0.1], [-0.1, 0.0, 0.0], [0.1, -0.1, 0.1], [0.1, 0.1, 0.0], [0.0, 0.0, -0.1], [0.0, 0.0, 0.0], [0.0, -0.1, 0.1], [0.0, 0.0, 0.0], [0.0, 0.0, 0.0], [0.0, -0.1, -0.1], [0.0, -0.2, 0.0], [-0.1, 0.0, -0.1], [0.0, -0.1, 0.1], [0.0, 0.0, 0.0], [0.0, 0.0, 0.0], [0.0, 0.0, 0.0], [0.0, 0.0, 0.0], [0.0, 0.0, 0.0], [0.0, 0.0, 0.0], [0.0, 0.0, 0.0], [0.0, 0.0, 0.0], [0.0, 0.0, 0.0], [0.0, 0.1, 0.0], [0.0, 0.0, 0.0]], "lowdin_spin": [0.682, 0.031, 0.008, 0.077, 0.012, 0.064, 0.084, 0.005, 0.005, -0.003, 0.005, 0.000, 0.004, 0.001, 0.005, 0.003, 0.000, 0.000, 0.000, 0.000, 0.009, 0.003, 0.003, 0.000, 0.000, 0.000, 0.000, 0.000, 0.000, 0.000, 0.001, 0.000, 0.000, 0.001]}



Record 4
{"formula": "C14H11F3N5O7RhS", "method": "ωB97M-V with the def2-TZVPD basis set", "homo_lumo_gap_ev": [6.7, 5.8], "s2": 6.048, "spin_multiplicity": 5, "homo_ev": [-7.692, -8.912], "elements": ["Rh", "S", "F", "F", "F", "O", "O", "O", "O", "O", "O", "O", "N", "N", "N", "N", "N", "C", "C", "C", "C", "C", "C", "C", "C", "C", "C", "C", "C", "C", "C", "H", "H", "H", "H", "H", "H", "H", "H", "H", "H", "H"], "xyz": [[0.378738, -0.096306, 0.245175], [3.057247, -0.010467, -1.522218], [-3.545006, 3.051219, -4.324423], [-2.965897, 4.887479, -3.310332], [-1.855619, 4.200746, -5.022274], [-1.864684, -3.664716, -0.754680], [3.680755, -1.370092, -1.565958], [-0.995274, 0.458197, 1.785505], [3.023321, -1.704793, 3.438389], [2.567576, -5.616224, 0.624814], [2.131131, 0.116008, 2.330201], [-1.592588, -1.455130, -0.398536], [0.248842, 2.040313, 2.951797], [-2.054887, 1.799079, 3.198720], [1.732909, 0.304723, -0.807671], [0.713693, -1.961094, 0.895244], [-0.507574, 1.326297, -1.026693], [-1.203449, -2.703931, -0.388100], [-0.896417, 1.420095, 2.651991], [-0.231145, 2.629861, -1.060232], [-1.812128, 1.593666, -3.008579], [1.812494, -2.181605, 1.665125], [0.129536, -2.986303, 0.252450], [-2.473032, 3.785118, -3.925132], [-0.752836, 3.475043, -1.990896], [-1.396084, 0.845070, -1.902683], [0.653496, -4.277394, 0.319771], [2.412326, -3.443435, 1.695243], [-1.595752, 2.969055, -2.990556], [1.901309, -4.448418, 0.868832], [2.347873, -1.099428, 2.564681], [0.131402, -5.037167, -0.274817], [-2.135400, 2.255741, 4.074362], [3.482108, -5.552150, 0.915052], [-2.394977, 1.108463, -3.800177], [3.290614, -3.642018, 2.300927], [-0.497936, 4.513256, -1.881592], [1.110762, 1.554168, 2.663989], [0.324892, 3.106681, -0.262497], [0.211582, 2.731250, 3.682656], [-2.789680, 1.235632, 2.868243], [-1.782242, -0.156487, -1.775122]], "forces_ev_per_a": [[-3.9, -1.4, 2.7], [0.3, -1.1, -0.1], [0.5, 0.4, 0.2], [0.3, -0.4, 0.0], [0.4, 0.0, -0.3], [0.2, 0.5, -0.1], [-1.6, 2.1, 0.6], [0.5, 1.9, 1.9], [-0.6, 2.6, -0.2], [-0.6, 0.5, 0.1], [-0.6, 0.3, -0.5], [1.7, -0.4, 0.2], [-0.5, -0.3, -0.3], [0.4, 0.4, -0.1], [6.4, -0.1, -3.4], [1.0, -2.2, 1.4], [-3.0, 1.6, -0.4], [-1.1, 0.1, 0.0], [0.2, -1.8, -1.7], [0.1, 0.1, 0.1], [-0.4, 0.2, 0.4], [-1.0, -1.1, -0.9], [0.5, -0.6, 1.1], [-0.5, 0.3, 0.2], [-0.7, 0.5, -0.9], [0.6, 0.4, -1.4], [-1.0, 0.6, -1.8], [-0.1, 0.1, -0.7], [-0.2, -0.8, 0.1], [0.8, -0.3, 0.5], [1.7, -2.5, 1.2], [0.3, 0.2, 0.4], [0.0, 0.3, 0.5], [0.0, 0.1, 0.2], [0.1, 0.3, 0.6], [-0.1, 0.3, -0.1], [-0.3, 0.4, -0.2], [0.0, 0.1, 0.5], [0.4, -0.6, 0.1], [0.4, -0.1, -0.1], [-1.2, -0.5, -0.1], [0.4, -0.1, 0.1]], "lowdin_spin": [2.647, 0.180, 0.000, 0.000, 0.000, 0.020, 0.224, 0.097, 0.009, 0.005, 0.075, 0.191, 0.002, 0.005, 0.214, 0.121, 0.099, 0.008, 0.011, 0.007, 0.005, 0.023, 0.019, 0.000, 0.004, 0.009, 0.007, 0.000, -0.001, 0.009, 0.005, 0.002, 0.001, 0.000, 0.001, 0.001, 0.001, -0.001, 0.001, 0.000, 0.000, 0.000]}